68
Properties=species:S:1:pos:R:3 method="wB97M-V/def2-TZVPD" gap_ev=5.34 spin_multiplicity=1 homo_energy_ha=-0.0562 charge=-2 total_energy_ha=-1743.46024
Rb 0.59397 -0.10644 -0.13505
N -2.76000 -2.82431 -2.29104
N -1.74547 -3.60369 -2.72344
N -0.46698 -0.64974 2.83338
N 2.69267 -3.94281 -1.65005
N 3.37067 -1.95206 -1.13109
N 3.68200 -3.21103 -1.09715
N -2.09574 1.76302 0.25583
N 0.61786 -3.42239 -2.68202
N -2.29278 -1.70604 -1.83377
N -0.93110 -1.73404 -1.86564
N -4.22576 3.09431 0.78479
N 2.16245 -1.79791 -1.73070
N 0.68550 2.52394 -1.90417
C 0.97635 2.45231 -3.01247
C 1.00596 1.10181 3.67136
C -2.75888 -3.33921 1.95342
C 2.71158 3.24520 3.43152
C 0.63681 3.05519 -5.41785
C -4.37199 2.35659 -0.47916
C -3.06684 1.58374 -0.82295
C -3.93675 2.12545 1.85499
C 1.72792 2.98627 2.48109
C 0.82641 1.89690 2.52122
C 1.79388 -3.03801 -2.01282
C 1.37652 2.18648 -4.40167
C -1.32208 -1.70404 3.00828
C -3.05504 -3.89400 3.22652
C 2.85209 2.40203 4.53351
C -0.21585 -0.54423 5.19991
C -0.65825 -2.90842 -2.41263
C -1.76591 3.18152 0.38899
C -2.66771 1.29439 1.51642
C -1.04747 -1.59662 5.38699
C -3.06579 3.99086 0.66280
C 0.08299 -0.07686 3.87242
C 1.98430 1.32680 4.65350
C -2.51628 -3.34798 4.35476
C -1.63717 -2.23725 4.26744
C -1.92267 -2.26794 1.84900
H -1.28540 -1.94601 6.38744
H -5.21760 1.67162 -0.37254
H -2.98365 4.56824 1.58843
H 0.58463 -4.42110 -2.80662
H 3.62586 2.57095 5.27394
H -0.43360 2.85536 -5.38773
H 2.45527 2.32484 -4.47055
H -1.73288 -1.81692 0.88233
H 0.21391 -0.02625 6.04551
H -4.81305 1.48299 1.97996
H 0.99850 2.83980 -6.42318
H -3.71761 -4.74846 3.29785
H -3.19917 -3.75363 1.05456
H 1.67768 3.67666 1.63441
H -2.75159 -3.75441 5.33330
H -3.27597 4.69816 -0.14615
H -1.88446 1.38332 2.27033
H 1.18614 1.12757 -4.57962
H -1.03653 3.25907 1.19827
H 2.10391 0.65577 5.50004
H 3.38389 4.09220 3.31505
H -3.80349 2.68427 2.78577
H -2.61390 1.95744 -1.74571
H -2.91050 0.23480 1.40651
H -3.23865 0.51613 -0.97173
H -1.27506 3.50870 -0.52878
H 0.78999 4.11474 -5.21351
H -4.63103 3.07571 -1.26216